Record 1
Below is a 2-piece molecular cluster, CH3NO4S overall in a non-equilibrium geometry, with properties calculated with wB97M-V/def2-TZVPD.

Computed properties:
total charge	0
HOMO level (spin up / spin down)	-9.704 / -11.272	eV
strongest force on any atom	2.479	eV/A
relative energy (zero: lowest compared OMol25 entry of this formula, charge and spin)	344.5	kJ/mol

Cartesian coordinates (Å):
C1 1.302 -0.311 -0.051
N1 -2.534 -1.454 0.092
O1 -1.590 -0.687 -0.061
O2 -3.700 -1.288 0.202
O3 0.934 2.000 1.229
O4 0.990 1.915 -1.276
S1 0.425 1.413 -0.012
H1 0.736 -1.076 0.507
H2 1.222 -0.620 -1.101
H3 2.214 0.109 0.471

***

Record 2
Below is a 2-piece molecular cluster, CH3NO4S overall in a non-equilibrium geometry, with properties calculated with wB97M-V/def2-TZVPD.

Computed properties:
total charge	0
HOMO level	-10.802	eV
strongest force on any atom	4.102	eV/A
relative energy (zero: lowest compared OMol25 entry of this formula, charge and spin)	174.6	kJ/mol

Cartesian coordinates (Å):
C1 -1.624 0.965 -1.067
N1 0.560 0.462 -0.499
O1 1.413 -0.331 -0.376
O2 1.539 -2.578 1.467
O3 1.990 -0.466 2.580
O4 -0.605 -0.064 -0.959
S1 2.357 -1.440 1.629
H1 -2.500 0.515 -1.537
H2 -1.055 1.935 -1.263
H3 -2.074 1.003 0.027

***

Record 3
Below is an isolated molecule of CH3NO4S in a non-equilibrium geometry, with properties calculated with wB97M-V/def2-TZVPD.

Computed properties:
total charge	0
HOMO level	-10.698	eV
strongest force on any atom	4.763	eV/A
relative energy (zero: lowest compared OMol25 entry of this formula, charge and spin)	324.4	kJ/mol

Cartesian coordinates (Å):
C1 -1.645 0.036 0.100
N1 2.007 -0.524 0.089
O1 2.625 -1.330 -0.487
O2 2.357 0.380 0.806
O3 -0.054 1.736 -0.873
O4 0.634 -0.543 -0.069
S1 -0.077 1.023 0.337
H1 -1.742 -0.921 0.769
H2 -1.452 -0.330 -0.817
H3 -2.652 0.473 0.144

***

Record 4
Below is an isolated molecule of CH3NOS in a non-equilibrium geometry, with properties calculated with wB97M-V/def2-TZVPD.

Computed properties:
total charge	0
HOMO level	-10.658	eV
strongest force on any atom	3.402	eV/A
relative energy (zero: lowest compared OMol25 entry of this formula, charge and spin)	200.7	kJ/mol

Cartesian coordinates (Å):
C1 0.200 0.071 -0.015
N1 1.677 0.656 -0.015
O1 4.032 0.309 -0.023
S1 2.797 -0.394 0.030
H1 -0.249 0.237 0.909
H2 0.148 -1.066 -0.156
H3 -0.476 0.494 -0.781

***

Record 5
Below is an isolated molecule of CH3NOS in a non-equilibrium geometry, with properties calculated with wB97M-V/def2-TZVPD.

Computed properties:
total charge	0
HOMO level (spin up / spin down)	-7.089 / -7.783	eV
strongest force on any atom	6.234	eV/A
relative energy (zero: lowest compared OMol25 entry of this formula, charge and spin)	557.8	kJ/mol

Cartesian coordinates (Å):
C1 1.039 0.479 -0.116
N1 -1.105 -0.417 0.169
O1 -0.157 0.639 0.081
S1 -2.647 0.181 -0.045
H1 1.447 -0.490 -0.165
H2 1.525 1.413 -0.106
H3 -2.838 -1.080 -0.316

***

Record 6
Below is CH3NOS2 as an isolated structure in a non-equilibrium geometry, with properties calculated with wB97M-V/def2-TZVPD.

Computed properties:
total charge	0
HOMO level	-9.450	eV
strongest force on any atom	7.011	eV/A
relative energy (zero: lowest compared OMol25 entry of this formula, charge and spin)	279.6	kJ/mol

Cartesian coordinates (Å):
C1 0.573 -0.612 0.292
N1 0.257 0.145 -0.889
O1 -2.245 0.963 0.187
S1 0.678 0.802 1.419
S2 -0.549 1.493 -0.187
H1 -0.246 -1.319 0.799
H2 1.491 -1.099 0.141
H3 0.041 -0.374 -1.762

***

Record 7
Below is an isolated molecule of CH3NOS2 in a non-equilibrium geometry, with properties calculated with wB97M-V/def2-TZVPD.

Computed properties:
total charge	0
SMILES	NSSC=O
HOMO level	-9.245	eV
strongest force on any atom	4.288	eV/A
relative energy (zero: lowest compared OMol25 entry of this formula, charge and spin)	68.2	kJ/mol

Cartesian coordinates (Å):
N1 -2.007 -0.425 -0.408
S1 -0.827 -0.849 0.523
S2 1.234 -0.580 -0.718
C1 2.055 0.559 0.398
O1 2.764 1.447 0.074
H1 -2.345 -1.112 -1.004
H2 -2.381 0.476 -0.214
H3 1.508 0.483 1.349

***

Record 8
Below is a 2-piece molecular cluster, CH3NOS2 overall in a non-equilibrium geometry, with properties calculated with wB97M-V/def2-TZVPD.

Computed properties:
total charge	0
SMILES	N=C=S.OS
HOMO level	-9.193	eV
strongest force on any atom	3.166	eV/A
relative energy (zero: lowest compared OMol25 entry of this formula, charge and spin)	101.6	kJ/mol

Cartesian coordinates (Å):
N1 -1.600 -0.240 1.765
C1 -0.573 -0.782 2.134
S1 1.015 -0.836 2.205
H1 -2.569 -0.463 1.702
O1 1.726 0.505 -1.593
S2 0.252 0.053 -2.233
H2 1.535 0.898 -0.721
H3 0.214 0.864 -3.257

***

Record 9
Below is an isolated molecule of CH3NOS2 in a non-equilibrium geometry, with properties calculated with wB97M-V/def2-TZVPD.

Computed properties:
total charge	0
HOMO level (spin up / spin down)	-9.833 / -8.027	eV
strongest force on any atom	2.437	eV/A
relative energy (zero: lowest compared OMol25 entry of this formula, charge and spin)	221.3	kJ/mol

Cartesian coordinates (Å):
C1 0.921 -0.250 -0.325
N1 -0.342 -0.246 0.344
O1 -2.869 0.348 0.522
S1 1.901 1.280 0.012
S2 -1.806 0.023 -0.461
H1 1.716 -1.012 -0.085
H2 0.674 -0.154 -1.328
H3 -0.195 0.011 1.321

***

Record 10
Below is a 2-piece molecular cluster, CH3NOS2 overall in a non-equilibrium geometry, with properties calculated with wB97M-V/def2-TZVPD.

Computed properties:
total charge	0
HOMO level	-8.801	eV
strongest force on any atom	3.910	eV/A
relative energy (zero: lowest compared OMol25 entry of this formula, charge and spin)	320.6	kJ/mol

Cartesian coordinates (Å):
C1 -0.452 0.284 -0.359
N1 1.549 0.387 -0.884
O1 3.643 -1.249 -0.738
S1 2.501 1.379 0.185
S2 2.533 -0.786 0.105
H1 -0.697 -0.794 -0.458
H2 -0.458 0.542 0.650
H3 -0.970 1.007 -0.920

***

Record 11
Below is an isolated molecule of CH3NS, with properties calculated with wB97M-V/def2-TZVPD.

Computed properties:
total charge	0
SMILES	NC=S
HOMO level	-8.514	eV
strongest force on any atom	0.394	eV/A
relative energy (zero: lowest compared OMol25 entry of this formula, charge and spin)	0.0	kJ/mol

Cartesian coordinates (Å):
N1 0.650 -0.354 -0.001
C1 -0.479 0.374 -0.007
S1 -2.005 -0.210 -0.001
H1 0.565 -1.363 -0.006
H2 1.550 0.108 0.010
H3 -0.280 1.445 0.004

***

Record 12
Below is a 2-piece molecular cluster, CH3NS2 overall in a non-equilibrium geometry, with properties calculated with wB97M-V/def2-TZVPD.

Computed properties:
total charge	0
HOMO level (spin up / spin down)	-10.121 / -8.778	eV
strongest force on any atom	4.281	eV/A
relative energy (zero: lowest compared OMol25 entry of this formula, charge and spin)	395.1	kJ/mol

Cartesian coordinates (Å):
C1 0.519 -1.252 -0.575
N1 -0.613 -1.130 -1.499
S1 -0.343 0.317 -0.751
S2 -0.133 2.377 1.751
H1 0.397 -1.651 0.342
H2 1.584 -1.299 -0.969
H3 -1.412 2.638 1.702

***

Which of these has the lowest relative energy (zero: lowest compared OMol25 entry of this formula, charge and spin)? CH3NS